No. 1
The following is a DFT calculation (ωB97M-V/def2-TZVPD) of C6H10 in the gas phase at a distorted geometry.

**LUMO energy**: 1.27 eV
**Max |F|**: 0.03276 Eh/bohr
**ΔE to the lowest compared entry with this formula, charge and spin**: 32.89 kcal/mol

The geometry in XYZ format:
```
16
C6H10 | the Open Molecules 2025 dataset | ωB97M-V/def2-TZVPD
C 0.548 1.563 0.700
C 1.787 2.003 0.585
C -0.564 -0.716 0.487
C 0.128 0.296 1.391
C -0.390 -0.810 -0.823
C -1.116 -1.827 -1.691
H 0.890 -0.221 1.969
H -2.187 -1.621 -1.682
H 1.979 2.959 0.116
H -1.109 -2.834 -1.271
H -0.260 2.195 0.366
H 0.415 -0.336 -1.382
H -1.457 -1.139 0.944
H 2.719 1.614 0.955
H -0.642 0.673 2.045
H -0.741 -1.800 -2.711
```

---

No. 2
The following is a DFT calculation (ωB97M-V/def2-TZVPD) of C19H19BrN4O3 in the gas phase.

**LUMO energy**: -0.08 eV
**Max |F|**: 0.00181 Eh/bohr
**ΔE to the lowest compared entry with this formula, charge and spin**: 0.43 kcal/mol

The geometry in XYZ format:
```
46
C19H19BrN4O3 | the Open Molecules 2025 dataset | ωB97M-V/def2-TZVPD
Br -6.058 5.498 0.873
O 3.195 -0.512 -0.591
O -2.604 -1.279 -0.057
O 3.104 -3.761 4.197
N -0.720 -1.295 -1.292
N 1.739 -2.244 -0.608
N 2.730 -2.909 2.071
N 3.544 -1.524 3.593
C 0.552 -2.847 0.044
C -2.885 1.482 -0.440
C 3.139 -2.736 3.338
C 3.790 0.591 2.303
C -3.747 5.648 -0.776
C -4.544 4.801 -0.028
C -3.149 2.920 -0.579
C -1.885 0.796 -0.985
C 2.637 -1.411 0.021
C 0.442 -0.702 -1.973
C -2.641 5.120 -1.429
C -2.342 3.773 -1.335
C -4.258 3.451 0.076
C -1.782 -0.667 -0.727
C 2.924 -1.678 1.432
C 0.388 -3.048 -2.304
C -0.475 -2.724 -1.084
C 1.372 -1.921 -2.001
C 3.420 -0.846 2.400
H -3.984 6.701 -0.846
H 2.250 -1.811 -2.628
H 0.195 -0.361 -2.983
H 0.717 -3.898 0.302
H -1.402 -3.264 -0.927
H -1.141 1.267 -1.613
H 4.862 0.709 2.470
H 0.251 -2.299 0.936
H -0.141 -2.912 -3.245
H 0.888 0.117 -1.412
H 3.273 1.159 3.077
H -2.008 5.773 -2.016
H 0.844 -4.036 -2.259
H 3.548 0.987 1.321
H 2.468 -3.785 1.656
H 3.446 -3.431 5.038
H -1.475 3.384 -1.851
H -4.895 2.805 0.666
H -3.581 0.918 0.175
```

---

No. 3
The following is a DFT calculation (ωB97M-V/def2-TZVPD) of an isolated ion of composition C6H14N4 and charge +2 at a distorted geometry.

**LUMO energy (alpha / beta)**: -7.80 / -7.80 eV
**Max |F|**: 0.10489 Eh/bohr
**ΔE to the lowest compared entry with this formula, charge and spin**: 101.44 kcal/mol
**Charge**: +2

The geometry in XYZ format:
```
24
C6H14N4 | the Open Molecules 2025 dataset | ωB97M-V/def2-TZVPD
N 1.681 -2.436 -0.065
N -0.597 0.580 -0.095
N 3.140 0.844 0.307
N -0.628 -1.762 0.186
C -2.684 -0.588 0.439
C 0.672 -1.896 0.206
C -0.920 1.856 -0.923
C -1.360 -0.629 -0.304
C 0.871 0.381 -0.244
C 1.874 0.744 0.634
H -0.766 0.937 0.883
H -0.659 1.589 -1.996
H -1.091 -2.500 0.681
H 1.643 1.069 1.713
H -1.883 2.084 -0.631
H 2.596 -2.367 0.169
H -2.945 -1.595 0.795
H -1.409 -0.700 -1.351
H -0.259 2.686 -0.672
H -2.487 0.059 1.377
H 3.333 0.622 -0.657
H 1.314 0.081 -1.233
H 4.040 1.066 0.805
H -3.476 -0.125 -0.024
```

---

No. 4
The following is a DFT calculation (ωB97M-V/def2-TZVPD) of C46H67KN4O3 as an isolated structure.

**LUMO energy**: 4.05 eV
**Max |F|**: 0.01119 Eh/bohr
**ΔE to the lowest compared entry with this formula, charge and spin**: 0.00 kcal/mol
**Charge**: -2

The geometry in XYZ format:
```
121
C46H67KN4O3 | the Open Molecules 2025 dataset | ωB97M-V/def2-TZVPD
K -0.379 -0.838 -1.602
O 1.640 -0.892 -4.113
O 1.885 0.193 -1.489
O -2.241 -0.741 0.086
N -0.662 1.417 -4.011
N -0.422 -2.984 -3.621
N -0.787 1.843 -1.026
N -3.143 -2.116 -2.635
C 3.201 2.850 1.394
C -6.756 -1.360 -2.396
C 3.709 1.556 1.317
C -1.048 -1.577 1.995
C -1.453 -0.548 1.084
C -1.284 1.876 0.364
C 0.454 2.597 -1.232
C -1.525 -3.766 -3.393
C -4.368 -1.945 -1.889
C 0.107 0.072 3.413
C 5.069 -0.833 -0.466
C 4.898 3.408 3.196
C -0.330 -1.218 3.137
C 0.145 1.856 -5.125
C 2.857 -1.922 -0.002
C -2.773 -3.317 -2.838
C -0.887 0.761 1.299
C -1.486 0.296 -4.409
C 2.235 0.947 -0.517
C 4.400 5.043 1.398
C 0.819 -0.670 5.742
C 1.609 2.224 -0.338
C -1.520 -3.030 1.847
C -7.739 -0.552 -2.952
C -6.036 0.849 -3.884
C 3.229 0.583 0.445
C 4.269 -1.234 1.867
C -1.408 2.490 -3.391
C -0.045 1.620 5.365
C 0.058 -5.157 -4.148
C 0.769 0.479 4.731
C -5.402 -1.077 -2.564
C -1.263 -5.111 -3.699
C -7.383 0.562 -3.700
C 3.793 3.943 2.282
C -2.834 -3.181 2.632
C -0.145 1.034 2.431
C 2.713 4.578 3.171
C 3.839 -0.824 0.451
C -5.059 0.039 -3.323
C 2.199 0.979 4.508
C 0.522 -3.837 -4.069
C 2.114 3.137 0.564
C -0.484 -4.004 2.430
C -1.847 2.237 -1.948
C -1.796 -3.503 0.407
H -3.589 -2.512 2.215
H -2.628 1.472 -1.897
H -0.071 2.492 4.709
H 0.765 1.024 -5.454
H 0.627 -6.017 -4.472
H 5.539 -1.823 -0.484
H -4.016 0.263 -3.482
H 5.727 2.997 2.618
H -2.234 0.569 -5.182
H -0.782 3.385 -3.404
H 1.518 -3.492 -4.310
H 4.520 1.280 1.982
H 3.141 5.384 3.777
H 0.395 1.925 6.320
H 2.602 1.406 5.434
H 5.028 -0.579 2.303
H 4.518 2.623 3.854
H 1.858 -0.429 -3.286
H 5.287 4.217 3.821
H -2.376 1.855 0.302
H 4.831 5.844 2.009
H 3.399 -1.247 2.523
H -5.738 1.711 -4.468
H -0.866 -0.503 -4.812
H -0.178 -1.056 5.963
H 3.311 -2.901 0.182
H -2.041 -4.571 0.453
H -0.342 -3.893 3.507
H 4.776 -0.574 -1.485
H 0.805 2.669 -4.810
H -3.212 -4.208 2.577
H -2.313 2.748 -3.978
H -0.817 -5.031 2.255
H 0.485 -3.872 1.943
H -0.118 -1.993 3.862
H -1.004 2.844 0.813
H 2.280 3.839 3.846
H 5.806 -0.102 -0.121
H 2.601 -1.844 -1.052
H -8.785 -0.796 -2.805
H -8.143 1.197 -4.138
H 0.238 2.046 2.551
H -0.468 2.220 -5.973
H -0.954 -3.419 -0.288
H 1.432 -1.495 5.373
H -3.440 -4.144 -2.540
H -4.842 -2.912 -1.651
H 5.184 4.627 0.762
H -2.036 -0.135 -3.572
H 2.851 0.165 4.195
H 1.636 4.114 0.621
H -1.075 1.301 5.540
H -2.681 -2.918 3.682
H 0.905 -1.474 -3.882
H 0.759 2.428 -2.264
H -2.626 -2.968 -0.041
H 1.939 -1.863 0.594
H -7.042 -2.233 -1.818
H 3.643 5.480 0.744
H -4.090 -1.462 -0.943
H 0.260 3.682 -1.094
H 1.904 4.999 2.572
H 2.238 1.733 3.723
H 4.688 -2.243 1.836
H -2.318 3.186 -1.618
H 1.264 -0.315 6.676
H -1.961 -5.930 -3.589
```

---

No. 5
The following is a DFT calculation (ωB97M-V/def2-TZVPD) of an isolated ion of composition C3H8NO and charge -1 at a distorted geometry.

**LUMO energy**: 4.60 eV
**Max |F|**: 0.05518 Eh/bohr
**ΔE to the lowest compared entry with this formula, charge and spin**: 21.46 kcal/mol
**Charge**: -1

The geometry in XYZ format:
```
13
C3H8NO | the Open Molecules 2025 dataset | ωB97M-V/def2-TZVPD
O 0.600 0.923 -1.344
N -0.954 0.118 0.210
C 0.038 -0.455 1.091
C 0.847 -1.646 0.592
C -0.553 1.244 -0.666
H -1.418 1.438 -1.326
H 0.428 -2.643 0.824
H 0.817 -1.473 -0.527
H 1.910 -1.655 0.981
H 0.578 0.496 1.168
H -1.699 -0.416 -0.246
H -0.530 2.110 0.008
H -0.399 -0.681 2.077
```

---

No. 6
The following is a DFT calculation (ωB97M-V/def2-TZVPD) of a 2-piece molecular cluster, C4H6IO2 overall at a distorted geometry.

**LUMO energy**: 3.28 eV
**Max |F|**: 0.07637 Eh/bohr
**ΔE to the lowest compared entry with this formula, charge and spin**: 80.49 kcal/mol
**Charge**: -1

The geometry in XYZ format:
```
13
C4H6IO2 | the Open Molecules 2025 dataset | ωB97M-V/def2-TZVPD
I 0.140 -2.985 0.032
O 3.222 -2.888 -2.326
O 4.412 -2.769 -0.392
C 3.752 -2.840 -1.336
C 1.600 -0.372 -0.550
C -0.860 0.048 0.147
C 0.119 -0.783 -0.715
H 1.927 -0.592 0.426
H -1.753 0.349 -0.419
H 2.119 -1.018 -1.199
H 1.518 0.713 -0.643
H -0.415 1.089 0.422
H -1.351 -0.353 1.038
```